(1)
The following is a DFT calculation (the ωB97M-V functional and the def2-TZVPD basis) of C26H42BrF6N4O8S3ScSi as an isolated structure.

Last column: Mulliken charge in e.
Positions of all 92 atoms, in Å:
C -2.909 1.519 -3.336  -2.040
H 0.803 -2.217 5.143  0.431
H -4.604 -1.245 -4.559  0.330
Si -2.967 -0.989 -1.928  -0.436
H -0.040 0.164 5.229  0.273
C -1.979 -0.397 -4.553  -1.739
H -4.512 0.420 -5.107  0.545
C -5.029 -2.967 -1.983  -1.705
C -5.057 0.416 -0.632  -1.843
H 5.287 0.641 -1.037  0.387
H -2.175 0.109 -5.502  0.571
H -3.329 -4.489 -3.424  0.604
H 3.864 -1.306 4.556  0.397
O 2.576 -1.357 -1.805  -0.442
H -2.687 -1.471 1.048  0.323
F 2.376 4.893 -1.311  -0.249
O -0.716 3.526 -1.682  -0.685
H -1.928 -1.466 -4.758  0.277
H -0.993 -0.079 -4.210  0.228
Br -0.715 -1.189 -1.570  0.146
H 2.149 1.135 5.287  0.205
C 2.914 -0.843 4.820  -0.672
C -3.620 -0.082 -0.379  2.978
H -2.969 2.014 -4.309  0.607
N 3.556 -0.756 2.263  -0.289
H -2.616 1.856 -0.784  0.350
F 1.048 1.821 2.884  -0.041
C 0.620 -1.653 4.228  -1.052
H -1.324 -0.967 4.801  0.467
C 5.965 0.388 -0.235  -0.377
C 3.998 -0.154 1.198  0.191
C -2.916 -3.730 -0.955  -1.825
H -1.754 0.802 0.334  -0.221
H 2.556 -1.312 5.736  0.426
H -5.435 0.875 0.287  0.538
H -4.406 -1.790 0.766  0.386
F 2.852 2.784 -1.429  -0.116
H -5.111 1.175 -1.411  0.313
C 5.462 -0.035 0.992  0.519
O 1.127 5.442 2.403  -0.672
H -3.315 -3.503 0.030  0.336
H -3.458 -2.957 -4.271  0.338
H -3.190 -4.763 -1.185  0.552
H -5.749 -0.383 -0.896  0.333
H -5.562 -2.400 -2.745  0.279
H -3.913 -0.403 1.723  0.595
Sc 1.557 0.174 -0.638  -0.842
H 5.935 -0.675 2.976  0.421
H -3.218 1.628 0.853  0.623
H 7.718 0.809 -1.383  0.415
C 8.203 0.175 0.612  -0.394
H 9.272 0.258 0.464  0.390
C -3.495 -2.835 -2.064  2.372
C 6.338 -0.350 2.028  -0.176
C 2.254 -1.052 2.490  0.432
H -1.939 -3.415 -3.501  0.312
N 0.242 4.286 0.449  -0.734
C -2.745 1.121 0.006  -1.963
H -5.410 -2.666 -1.007  0.314
H -5.285 0.050 -3.575  0.325
F 1.666 3.718 -2.976  -0.222
H -0.565 0.017 3.547  -0.221
F 0.208 3.437 4.057  -0.247
H -3.678 1.962 -2.707  0.255
O 2.472 3.579 1.426  -0.581
S 0.332 3.327 -0.739  1.176
C 3.086 0.654 5.014  -0.983
C -3.655 -1.005 0.847  -2.193
N 1.936 -1.189 3.773  0.151
C 1.921 3.707 -1.677  0.292
N 2.758 -0.545 -2.765  1.332
S 1.214 4.194 1.727  1.001
C 7.705 -0.239 1.838  -0.753
S 1.016 -1.400 1.306  -0.295
C -4.450 -0.222 -4.223  -1.885
C 7.334 0.486 -0.425  -0.850
O 3.613 -0.644 -3.579  -0.581
H 0.232 -2.355 3.492  0.493
C 0.335 2.951 2.824  0.512
C -3.026 -3.439 -3.396  -2.082
H 3.806 0.835 5.813  0.475
O 0.510 1.909 -0.294  0.819
O 3.265 0.407 0.299  0.102
O 1.916 0.438 -2.731  -0.531
H -1.828 -3.693 -0.894  0.320
H 3.462 1.127 4.108  0.194
H -1.933 1.769 -2.907  0.275
C -0.380 -0.536 4.466  -0.420
H -5.297 -4.019 -2.117  0.535
C -3.079 0.006 -3.557  2.660
F -0.879 2.653 2.360  -0.172
H 8.381 -0.477 2.649  0.410

Its spin multiplicity is 1. As for the total energy: -197419.16705 eV. The calculation puts the orbital gap at 8.87 eV.

---

(2)
The following is a DFT calculation (the ωB97M-V functional and the def2-TZVPD basis) of C28H44ClFeN3O6S3Si as an isolated structure.

Last column: Mulliken charge in e.
Positions of all 87 atoms, in Å:
Fe -0.829 -0.585 -0.629  0.837
H 1.153 -3.166 -0.264  0.898
H 3.101 1.355 -1.439  0.183
O 2.749 0.518 1.602  0.152
H -2.864 -5.565 -1.606  0.423
C 3.824 2.616 1.836  -1.975
H -6.899 -1.034 -1.409  0.387
H -4.248 -1.838 1.000  0.265
C 2.241 -2.141 3.733  -1.572
H -3.790 -0.145 1.122  0.180
C -0.833 -5.814 -0.961  -0.193
O 2.627 -2.052 1.336  0.338
H -4.493 7.040 -0.591  0.388
H 2.649 1.560 4.042  0.384
C -4.502 -0.323 -2.846  -1.157
H 4.209 0.401 -2.429  0.565
H -3.981 0.602 -3.094  0.236
H 3.548 -4.536 3.324  0.458
H 3.726 -4.383 1.570  0.275
C 0.290 -3.728 -0.580  -1.197
H 5.204 -2.402 1.982  0.336
H 4.232 2.558 0.831  0.380
C -3.834 6.203 -0.778  -0.451
C 3.568 0.381 -1.552  -1.476
C -4.150 -0.659 -1.421  0.539
H 1.206 -2.401 3.528  0.304
H 3.591 -2.346 -0.862  0.116
H -4.097 -1.104 -3.488  0.321
H -0.837 -6.892 -0.978  0.488
H -5.446 4.828 -1.047  0.404
H 1.016 1.344 3.397  0.283
H 2.221 -0.575 -3.862  0.430
C 4.549 -2.036 2.768  -1.527
C -4.373 4.947 -1.022  -0.633
S -0.212 -0.668 1.602  -0.917
C -2.183 4.043 -1.246  0.136
H 4.164 0.177 -0.667  0.301
H 3.692 3.662 2.097  0.388
C -1.120 3.047 -1.485  0.802
H -5.431 -0.653 1.603  0.347
S 0.134 5.113 -1.169  1.137
C -4.622 -0.818 0.898  -0.772
H 1.323 3.537 1.132  0.944
H -3.966 2.867 -1.418  0.401
H 2.113 -4.441 2.289  0.314
O 0.619 5.822 -2.317  -0.673
H 3.988 -2.029 -2.553  0.515
C 3.179 -2.069 -1.828  -1.375
C 1.488 2.484 0.928  -1.706
C 3.130 -4.085 2.429  -1.663
H 1.680 2.971 3.591  0.482
H 4.931 -2.362 3.731  0.461
C -2.456 6.394 -0.777  -0.647
O -3.003 -1.012 -1.130  -0.655
C 3.129 -2.562 2.565  1.519
H -6.631 0.695 -1.100  0.323
H 4.529 2.156 2.524  0.426
H 2.300 -1.065 3.868  0.198
C -3.556 3.851 -1.246  -0.479
C -6.480 -0.312 -0.706  -1.047
H 0.782 -1.095 -2.955  0.199
H -7.032 -0.398 0.226  0.296
C 2.503 -0.698 -1.720  1.447
C 0.310 -5.118 -0.596  -0.562
C 2.481 1.888 1.911  1.991
H 1.280 0.602 -2.931  0.288
N 0.096 3.481 -1.472  -0.381
H 2.564 -2.635 4.645  0.556
H -2.710 -3.082 -1.593  0.392
H -5.563 -0.203 -3.031  0.492
H 0.535 1.957 0.984  0.037
H 4.531 -0.952 2.729  0.148
Si 1.839 -0.674 1.011  0.158
S -1.551 1.439 -1.804  -0.630
O 0.786 5.392 0.084  -0.653
N -5.084 -0.584 -0.459  0.155
O 1.592 -0.692 -0.617  1.039
H -2.023 7.365 -0.596  0.456
C -1.655 5.304 -1.021  -0.078
Cl 1.756 -5.967 -0.208  -0.201
C -1.872 -3.693 -1.300  -0.175
C 1.920 1.945 3.332  -1.816
N -0.778 -3.028 -0.941  0.680
H 1.855 2.407 -0.091  0.238
H 2.470 -2.832 -2.139  0.296
C 1.644 -0.422 -2.955  -1.659
C -1.948 -5.075 -1.316  -0.859

Its spin multiplicity is 5. As for the total energy: -133805.44618 eV. The calculation puts the orbital gap (spin up / spin down) at 8.23 / 8.29 eV.

---

The lowest total energy belongs to which entry? C26H42BrF6N4O8S3ScSi

---

Look up the total energy of the second one. -133805.44618 eV

---

The highest total energy belongs to which entry? C28H44ClFeN3O6S3Si